C24H37BrF4NO15 | ωB97M-V/def2-TZVPD

Output
Frontier orbital gap ... 7.22 eV
HOMO level ... -12.16 eV

The geometry in ORCA input format:
```
! RIJCOSX wB97M-V def2-TZVPD def2/J DEFGRID3
* xyz 1 1
C 0.055 -1.358 -7.390
C -0.424 0.011 -6.905
O -1.835 0.125 -7.065
C -2.537 0.362 -5.881
C -2.484 -0.799 -4.872
C -3.748 -0.795 -3.994
C -3.478 -1.239 -2.525
C -3.678 -0.126 -1.501
N -2.408 0.299 -0.791
Br -1.727 -1.147 0.216
C -1.464 0.997 -1.732
C 0.033 0.965 -1.418
C 0.852 0.181 -2.454
C 0.950 -1.309 -2.254
O 1.848 -1.570 -1.164
C 2.065 -2.918 -1.028
O 2.936 -3.503 -1.633
H 0.213 -1.312 -8.463
H 0.978 -1.652 -6.899
H -0.719 -2.095 -7.200
H -0.115 0.202 -5.877
H 0.026 0.775 -7.537
H -3.580 0.492 -6.165
H -2.215 1.294 -5.399
H -1.581 -0.730 -4.268
H -2.468 -1.711 -5.463
H -4.223 0.184 -3.991
H -4.438 -1.516 -4.418
H -2.461 -1.625 -2.506
H -4.120 -2.072 -2.259
H -4.148 0.765 -1.910
H -4.338 -0.475 -0.709
H -2.705 0.989 -0.105
H -1.630 0.653 -2.747
H -1.795 2.035 -1.721
H 0.274 0.669 -0.400
H 0.371 1.995 -1.520
H 0.492 0.393 -3.460
H 1.865 0.580 -2.422
H -0.012 -1.802 -2.094
H 1.377 -1.750 -3.157
H 1.411 -3.445 -0.320
C -0.797 -0.155 5.020
C -2.074 -0.858 4.627
O -3.052 0.153 4.803
C -2.431 1.354 4.616
O -2.992 2.377 4.418
O -1.090 1.201 4.642
F -2.356 -1.906 5.432
H -0.613 -0.212 6.086
H 0.078 -0.520 4.489
H -2.108 -1.195 3.587
C 0.224 1.365 10.229
C 1.016 2.586 9.815
O 1.744 2.105 8.692
C 1.024 1.102 8.136
O 1.216 0.648 7.056
O 0.047 0.692 8.973
F 1.881 2.985 10.771
H 0.798 0.730 10.904
H -0.735 1.602 10.679
H 0.408 3.438 9.506
C -1.164 4.818 1.042
C -0.407 6.105 0.798
O 0.422 5.760 -0.306
C -0.201 4.792 -1.011
O 0.092 4.452 -2.107
O -1.219 4.253 -0.282
F 0.366 6.444 1.848
H -0.605 4.152 1.700
H -2.162 4.971 1.441
H -1.031 6.956 0.523
C 6.098 -3.999 -0.408
C 6.231 -5.327 -1.115
O 7.149 -6.019 -0.289
C 7.017 -5.527 0.979
O 7.443 -6.040 1.951
O 6.311 -4.367 0.958
F 6.755 -5.196 -2.358
H 6.873 -3.300 -0.725
H 5.123 -3.543 -0.540
H 5.305 -5.900 -1.182
*
```

=====

C2H2IN | ωB97M-V/def2-TZVPD

Output
Frontier orbital gap (alpha / beta) ... 8.66 / 7.80 eV
HOMO level (alpha / beta) ... -8.80 / -8.16 eV
Relative energy (zero: lowest compared OMol25 entry of this formula, charge and spin) ... 90.79 kcal/mol

The geometry in ORCA input format:
```
! RIJCOSX wB97M-V def2-TZVPD def2/J DEFGRID3
* xyz 0 1
C -0.980 0.988 -0.101
C 0.102 -0.069 1.218
N -1.151 0.570 1.075
I 1.753 0.893 2.057
H -0.196 0.838 -0.845
H 0.339 -0.964 0.657
*
```

=====

C35H55N3O15PS3 | ωB97M-V/def2-TZVPD

Output
Frontier orbital gap ... 6.96 eV
HOMO level ... -11.83 eV

The geometry in ORCA input format:
```
! RIJCOSX wB97M-V def2-TZVPD def2/J DEFGRID3
* xyz 1 1
C 6.332 -0.339 3.956
C 4.834 -0.530 3.381
C 3.698 -0.484 4.551
C 2.389 0.191 3.852
O 1.354 0.499 4.828
C 0.210 1.131 4.263
O -0.708 1.431 5.068
C 0.093 1.395 2.696
C -0.667 0.444 1.688
C -1.345 -0.841 2.367
C -2.689 -0.395 3.130
O -3.905 -0.591 2.374
C -4.693 0.590 2.309
O -4.267 1.745 2.061
C -6.286 0.418 2.522
C -7.107 1.776 2.312
C -0.716 0.767 0.149
P -1.695 -0.406 -1.006
O -2.849 -1.117 -0.292
O -0.641 -1.625 -1.574
O -2.450 0.457 -2.301
N -0.011 1.956 -0.360
C 0.017 2.281 -1.842
C -1.155 3.340 -2.119
N -1.286 3.966 -3.266
C 0.695 2.883 0.516
C 1.434 4.215 0.031
O 0.857 5.395 0.676
O 0.221 6.150 -0.272
C 0.781 2.632 2.076
C 1.576 3.585 3.074
C 0.811 4.308 4.247
C 1.671 5.201 5.195
C 3.186 5.293 4.881
N 3.900 4.683 3.806
C 3.096 3.864 2.962
H 6.379 -0.046 5.056
H 6.960 -1.273 3.701
H 6.830 0.519 3.357
H 4.686 0.302 2.598
H 4.765 -1.516 2.780
H 4.081 0.164 5.428
H 3.515 -1.571 4.853
H 2.061 -0.561 3.038
H 2.801 1.119 3.296
H -0.607 -1.176 3.196
H -1.457 -1.739 1.675
H -2.766 -1.060 4.074
H -2.525 0.669 3.513
H -6.650 -0.313 1.702
H -6.471 -0.023 3.557
H -8.241 1.565 2.413
H -6.858 2.578 3.083
H -6.977 2.248 1.274
H -0.218 -1.992 -0.746
H -1.917 0.162 -3.091
H -0.107 1.329 -2.486
H 1.067 2.667 -2.130
H -1.930 3.512 -1.282
H -0.499 3.634 -3.862
H 1.393 4.428 -1.085
H 2.537 4.147 0.338
H -0.141 6.918 0.239
H -0.311 4.162 4.428
H 1.179 5.748 6.080
H 3.811 5.937 5.606
H 3.639 3.351 2.080
C 4.126 0.060 -2.930
C 4.550 -1.355 -2.534
C 5.026 -1.301 -1.081
S 4.141 0.052 -0.315
O 5.090 1.081 0.043
O 3.185 -0.481 0.633
C 3.269 0.572 -1.780
H 3.578 0.070 -3.875
H 5.013 0.692 -3.047
H 3.691 -2.029 -2.615
H 5.332 -1.742 -3.190
H 4.802 -2.226 -0.549
H 6.094 -1.084 -1.018
H 3.155 1.655 -1.779
H 2.289 0.088 -1.775
C -5.400 -0.235 -4.723
C -5.671 -1.604 -5.350
C -5.642 -1.428 -6.869
S -4.552 -0.046 -7.192
O -5.329 1.031 -7.756
O -3.339 -0.530 -7.812
C -4.211 0.339 -5.483
H -5.193 -0.312 -3.654
H -6.274 0.411 -4.853
H -4.887 -2.306 -5.045
H -6.627 -2.017 -5.019
H -5.257 -2.316 -7.370
H -6.629 -1.178 -7.262
H -4.100 1.416 -5.358
H -3.284 -0.170 -5.205
C -0.578 -6.410 -1.118
C 0.563 -7.126 -1.844
C 1.813 -6.254 -1.705
S 1.616 -5.338 -0.180
O 1.495 -3.931 -0.500
O 2.563 -5.826 0.795
C -0.003 -5.968 0.221
H -1.446 -7.060 -0.987
H -0.894 -5.536 -1.697
H 0.739 -8.099 -1.375
H 0.324 -7.306 -2.894
H 2.720 -6.857 -1.649
H 1.893 -5.536 -2.523
H -0.595 -5.193 0.708
H 0.127 -6.819 0.894
*
```

=====

Number 1: electronic energy -138594.6048 eV. Number 2: electronic energy -11692.2053 eV. Number 3: electronic energy -114145.1065 eV.